An isolated ion of composition C5H13N2O and charge -1, computed with ωB97M-V/def2-TZVPD.

Structure (XYZ):
```
21
Properties=species:S:1:pos:R:3:forces:R:3:nbo_charge:R:1
C 1.06831 0.41080 -0.77539 0.281 -0.200 0.443 -0.23
N 0.22183 1.25089 -1.57609 -0.391 -0.074 -0.239 -0.68
C -1.22397 0.69409 -1.74963 0.515 0.525 0.128 0.16
O -1.27702 -0.58192 -2.00946 0.000 -0.158 -0.110 -0.91
C 0.66833 0.19138 0.71385 -0.078 -0.444 -0.342 -0.07
C -0.14651 -1.10029 0.88824 0.277 0.281 0.665 -0.43
C -0.90446 -1.12853 2.21308 -0.103 0.030 0.153 -0.60
N 1.85119 0.15920 1.60510 -0.077 0.156 0.292 -0.86
H 2.07490 0.85389 -0.75391 0.022 0.024 -0.116 0.15
H 1.15092 -0.56682 -1.26527 -0.107 0.088 0.022 0.21
H 0.13330 2.14511 -1.09950 -0.039 0.098 -0.041 0.31
H -1.59967 1.39621 -2.54016 -0.195 -0.118 -0.008 0.07
H -1.75621 1.01649 -0.79785 -0.076 -0.104 0.029 0.02
H 0.03073 1.02798 1.01342 0.027 0.119 0.058 0.16
H -0.82892 -1.19371 0.04558 0.038 -0.175 -0.255 0.28
H 0.58253 -1.92369 0.91933 -0.186 0.002 -0.380 0.18
H -1.59396 -0.28008 2.28698 -0.036 -0.070 -0.070 0.19
H -1.49258 -2.04782 2.32725 0.054 0.125 -0.055 0.19
H -0.22823 -1.06301 3.07114 0.066 -0.005 -0.071 0.19
H 1.98850 1.06628 2.03838 0.068 -0.086 -0.120 0.34
H 2.68528 -0.02654 1.05717 -0.062 -0.013 0.017 0.34
```
Positions in Å, forces in eV/Å.

Output
ΔE to the lowest compared entry with this formula, charge and spin: 14.12 kcal per mole
molecular weight: 117.2 g/mol
SMILES string: CC[C@@H](N)CNC[O-]
gap between HOMO and LUMO: 0.243 Eh
lowest unoccupied orbital energy: 4.0 eV
total charge: -1


C42H61N10OS3Si3W as an isolated structure at a distorted geometry, computed with ωB97M-V/def2-TZVPD.

Structure (XYZ):
```
121
Properties=species:S:1:pos:R:3:forces:R:3:lowdin_charge:R:1
W -0.26565 0.10214 0.14792 -0.739 -1.808 -0.226 1.65
C 0.15963 -3.00261 1.42460 0.120 0.005 -0.182 -0.29
Si -0.31617 -0.41823 3.09464 -0.074 -0.864 -0.061 0.46
C 0.54246 -1.00941 4.62199 0.084 0.325 0.182 -0.15
C -2.07756 -0.08849 3.59029 -0.081 0.168 0.040 -0.15
C 0.41893 0.94346 2.01252 -0.584 -0.462 -1.138 -0.54
Si 2.32795 1.01860 2.20764 0.199 0.024 -0.079 0.42
C 3.07996 -0.69306 2.32403 0.006 -0.039 0.052 -0.16
C 3.08942 1.87991 0.74491 0.052 0.046 -0.173 -0.16
C 2.73945 1.94082 3.76566 -0.101 0.041 0.144 -0.14
Si -0.36480 2.57638 2.49578 0.004 0.149 0.076 0.48
C 0.55494 4.13216 2.03305 0.062 0.174 0.041 -0.16
C -0.81017 2.88600 4.27710 0.021 -0.036 0.116 -0.14
C -1.91836 2.43358 1.40852 -0.207 -0.131 -0.106 -0.28
C -2.99978 3.29470 1.52390 0.120 -0.040 -0.030 -0.02
C -3.97530 3.34864 0.54105 -0.040 0.005 -0.016 0.01
C -3.81440 2.56705 -0.59129 0.003 0.007 -0.030 0.00
C -2.74365 1.70407 -0.65429 0.083 -0.043 -0.017 -0.13
N -1.85013 1.57127 0.34652 0.000 0.329 0.032 -0.10
H -0.59977 -3.62906 0.94535 0.014 0.005 0.094 0.11
H 0.62282 -4.57107 2.67581 -0.049 0.021 0.042 0.10
H 1.00090 -2.95220 0.74902 0.079 -0.181 -0.207 0.00
H -0.05714 -1.80209 5.07232 0.003 -0.008 0.016 0.05
H 0.57212 -0.17745 5.33282 0.002 -0.068 0.099 0.05
H 1.55757 -1.36511 4.49677 0.074 -0.068 0.034 0.02
H -2.49995 -0.97883 4.05573 0.038 0.066 -0.043 0.01
H -2.73739 0.22042 2.78073 -0.042 0.015 0.001 0.04
H -2.09484 0.68423 4.35015 -0.055 0.046 0.125 0.03
H 2.52259 -1.44600 1.76904 -0.033 -0.003 0.090 -0.01
H 3.17307 -1.02139 3.35660 0.036 -0.004 0.054 0.04
H 4.09353 -0.65588 1.91653 -0.002 0.013 -0.030 0.05
H 2.88579 1.33007 -0.17673 -0.006 0.050 0.078 -0.01
H 4.17303 1.94195 0.88058 0.004 -0.038 -0.013 0.06
H 2.72462 2.89684 0.61152 0.014 0.036 -0.015 0.02
H 2.23828 1.52643 4.64243 0.037 -0.018 0.018 0.04
H 2.50008 3.00185 3.70849 0.046 0.007 0.027 0.03
H 3.81543 1.86025 3.93897 0.019 0.001 -0.001 0.06
H 1.16446 4.42482 2.88939 -0.030 0.042 -0.003 0.05
H -0.16152 4.94491 1.87688 -0.014 -0.002 -0.003 0.06
H 1.19886 4.07599 1.16601 0.074 0.064 -0.034 0.00
H -0.09191 2.42034 4.95619 -0.015 -0.009 0.020 0.05
H -1.80414 2.56584 4.57059 -0.073 0.008 0.017 0.03
H -0.74721 3.96210 4.45193 0.024 0.004 0.003 0.06
H -3.05106 3.95419 2.38066 -0.004 0.010 0.021 0.13
H -4.81801 4.02062 0.63218 -0.011 0.012 0.007 0.13
H -4.50067 2.62562 -1.42368 -0.010 -0.004 -0.004 0.13
H -2.55768 1.12256 -1.54622 -0.060 -0.007 0.039 0.09
C -0.76137 -1.51308 -4.28845 0.143 0.025 0.009 -0.19
S -1.83943 -1.24574 -2.90091 -0.367 -0.197 -0.176 1.04
O -0.92552 -0.67596 -1.80491 0.381 0.679 0.557 -0.73
C -2.20025 -2.91639 -2.47391 0.090 -0.101 0.082 -0.42
C -3.47333 -3.37674 -2.77577 0.039 -0.123 -0.036 -0.08
C -3.79169 -4.69416 -2.47382 0.010 0.027 -0.004 -0.03
C -2.85195 -5.51095 -1.86137 0.017 0.057 -0.008 -0.03
C -1.58185 -5.02696 -1.55826 -0.007 -0.015 -0.025 -0.05
C -1.23982 -3.72178 -1.86941 -0.059 0.032 -0.053 -0.08
H 0.15454 -1.97719 -3.92281 -0.005 -0.056 -0.086 0.07
H -0.56972 -0.56031 -4.77434 0.030 0.008 0.002 0.06
H -1.28992 -2.18067 -4.96682 -0.015 -0.015 -0.029 0.09
H -4.20218 -2.72820 -3.24584 -0.013 0.015 0.015 0.12
H -4.77320 -5.07863 -2.71351 -0.012 -0.005 0.001 0.13
H -3.10659 -6.53437 -1.62327 0.000 -0.020 0.002 0.12
H -0.85425 -5.68323 -1.09952 0.005 0.001 0.021 0.12
H -0.25353 -3.32884 -1.64715 -0.022 -0.017 -0.014 0.07
C 4.52873 -0.27668 -1.85013 0.047 -0.273 0.180 -0.07
N 4.41273 -1.39249 -0.90553 -0.268 0.055 -0.018 0.02
C 3.29936 -2.00273 -0.53168 0.382 -0.031 0.021 -0.69
S 1.71534 -1.42752 -1.04248 -0.060 0.302 -0.018 0.76
N 3.42323 -3.15424 0.12543 -0.117 0.092 -0.171 -0.02
C 4.70203 -3.78887 0.42736 -0.066 -0.028 0.027 -0.02
H 5.58579 -0.12045 -2.04520 -0.067 0.060 0.038 0.10
H 4.11245 0.63651 -1.44183 0.040 -0.141 0.008 0.03
H 4.03493 -0.52986 -2.78385 0.023 -0.033 -0.011 0.08
H 5.28235 -1.84189 -0.65696 -0.023 -0.003 -0.016 0.13
H 2.58164 -3.68228 0.27041 -0.023 -0.019 0.094 0.11
H 5.26595 -3.99304 -0.48491 0.004 -0.006 -0.016 0.11
H 4.50739 -4.73340 0.92539 0.007 0.003 0.007 0.11
H 5.29272 -3.16382 1.09877 0.003 0.007 0.017 0.10
N 0.50152 -3.56633 2.72533 -0.096 0.081 -0.001 0.01
C -0.37566 -1.58466 1.55207 0.055 -0.047 1.507 -0.46
N -1.54059 -1.24136 0.91281 1.536 1.782 -0.858 -0.10
C -2.81240 -1.75769 0.86351 -0.931 -0.337 0.064 -0.23
C -3.64098 -1.28782 -0.18743 0.416 -0.026 0.382 -0.06
C -4.94046 -1.66479 -0.33546 -0.340 -0.217 0.181 -0.06
C -5.48406 -2.57453 0.58018 -0.018 0.140 -0.263 -0.03
C -4.70886 -3.07184 1.59668 0.196 -0.018 0.061 -0.11
C -3.36775 -2.69239 1.79785 0.017 0.578 -0.574 -0.48
S -2.75128 -3.37868 3.26888 0.281 -0.411 0.269 0.94
H 1.34630 -3.16174 3.10997 0.018 -0.014 -0.021 0.07
H -1.42302 -3.11460 3.24562 -0.133 -0.036 -0.211 -0.13
H -3.19283 -0.63391 -0.91053 -0.063 0.101 0.059 0.03
H -5.53539 -1.28146 -1.15282 -0.022 0.001 -0.008 0.12
H -6.51058 -2.90071 0.48423 -0.018 0.012 0.011 0.13
H -5.13917 -3.78011 2.29306 -0.023 -0.005 0.016 0.11
C 1.58281 0.83959 -3.38387 -0.046 -0.136 -0.093 -0.03
C 1.14219 1.88939 -2.43603 0.295 -0.185 0.239 -0.31
N 0.45438 1.81166 -1.28665 -0.328 0.034 -0.039 0.00
C 0.19447 3.13643 -0.93538 0.268 -0.060 0.166 -0.14
C 0.80362 3.97686 -1.79123 0.032 -0.033 -0.005 0.00
N 1.40731 3.17454 -2.72708 -0.153 0.164 -0.201 0.02
C 2.38150 3.61592 -3.73070 -0.168 -0.005 0.079 -0.03
N 3.70193 3.47925 -3.21433 0.328 -0.039 -0.194 -0.04
N 4.34974 2.28607 -3.32580 0.013 0.174 -0.054 0.05
N 5.45030 2.33796 -2.68734 -0.046 0.487 -0.052 0.09
C 5.56621 3.59580 -2.11899 0.256 -0.260 0.044 -0.21
C 6.58913 4.13942 -1.33356 0.008 0.040 -0.005 0.01
C 6.41641 5.42854 -0.89458 -0.051 0.012 -0.025 -0.05
C 5.25841 6.17102 -1.22448 0.022 -0.060 0.005 -0.05
C 4.24791 5.64757 -1.99825 0.074 0.000 -0.039 -0.01
C 4.43968 4.33568 -2.44599 -0.190 0.144 0.082 -0.17
H 1.20565 -0.12865 -3.10254 -0.011 -0.017 0.002 -0.02
H 2.67058 0.81256 -3.44439 -0.133 -0.040 0.018 0.05
H 1.22676 1.09121 -4.38580 -0.077 0.005 0.015 0.10
H -0.37194 3.41579 -0.07660 -0.090 -0.028 -0.023 0.06
H 0.85848 5.05012 -1.81948 -0.009 0.043 -0.013 0.14
H 2.17693 4.65708 -3.97394 0.009 -0.044 0.001 0.15
H 2.28194 3.00717 -4.62564 0.034 0.071 -0.002 0.14
H 7.47810 3.56927 -1.10484 0.018 -0.009 0.008 0.12
H 7.18478 5.89835 -0.29744 0.000 0.018 0.015 0.12
H 5.17278 7.18742 -0.86584 0.006 0.018 0.007 0.12
H 3.38366 6.24087 -2.26548 -0.015 -0.004 -0.004 0.11
```
Positions in Å, forces in eV/Å.

Output
molecular weight: 1086.3 g/mol
gap between HOMO and LUMO (spin up / spin down): 0.197 / 0.197 Eh
lowest unoccupied orbital energy (spin up / spin down): -9.3 / -9.3 eV
total charge: +3


An isolated molecule of C14H15N at a distorted geometry, computed with ωB97M-V/def2-TZVPD.

Structure (XYZ):
```
30
Properties=species:S:1:pos:R:3:forces:R:3:nbo_charge:R:1
C -1.15575 -1.83918 0.29700 -0.280 -0.705 0.430 0.26
C 3.60091 -0.22833 -0.37535 0.058 -0.066 0.040 -0.22
C 3.04948 -1.42358 0.05643 0.072 0.159 -0.039 -0.20
C 2.77202 0.77614 -0.84963 0.056 0.117 -0.051 -0.21
C 1.68108 -1.61129 0.01391 -0.137 0.118 -0.133 -0.22
C 1.40432 0.59120 -0.90000 -0.063 -0.143 -0.018 -0.22
C 0.83781 -0.61007 -0.47204 0.632 -0.319 0.001 0.04
C -1.46014 0.92565 0.66042 1.150 -2.415 -1.626 0.20
C -0.96618 1.21375 1.82678 0.017 0.224 0.396 -0.26
C -2.41164 1.37161 -0.35737 -0.222 0.094 -0.248 -0.52
C -2.73586 0.20950 -1.30678 0.017 0.032 -0.005 -0.37
C -1.42514 -0.46240 -1.72504 -0.146 -0.134 -0.065 -0.42
C -0.61031 -0.82648 -0.50964 -1.289 3.520 1.208 -0.18
C 0.11151 0.47622 2.55544 0.072 -0.088 -0.048 -0.63
N -1.63316 -2.64095 0.97071 -0.078 -0.266 0.106 -0.34
H 4.66937 -0.07821 -0.33975 0.092 0.016 0.006 0.21
H 3.68755 -2.20914 0.42300 0.116 -0.162 0.088 0.22
H 3.19739 1.71564 -1.17466 0.009 0.046 -0.021 0.21
H 1.25309 -2.54378 0.35137 -0.041 -0.101 0.050 0.22
H 0.76826 1.39390 -1.24540 -0.067 0.054 -0.027 0.21
H -1.35006 2.09694 2.33951 -0.145 0.060 -0.115 0.22
H -3.33351 1.73091 0.10905 0.045 0.079 0.001 0.24
H -1.97290 2.19491 -0.93204 -0.054 0.012 0.009 0.22
H -3.36498 -0.51516 -0.78294 0.013 0.019 -0.041 0.21
H -3.28144 0.56611 -2.18269 -0.049 -0.047 0.048 0.21
H -1.65711 -1.36615 -2.29767 0.059 0.059 -0.089 0.23
H -0.84686 0.20528 -2.36676 0.016 -0.053 0.030 0.22
H 0.08769 -0.58224 2.31495 0.038 -0.070 0.036 0.23
H -0.00335 0.60053 3.62981 0.006 -0.039 0.039 0.22
H 1.08793 0.86867 2.26939 0.101 0.000 0.038 0.23
```
Positions in Å, forces in eV/Å.

Output
ΔE to the lowest compared entry with this formula, charge and spin: 46.33 kcal per mole
molecular weight: 197.3 g/mol
gap between HOMO and LUMO (spin up / spin down): 0.299 / 0.299 Eh
lowest unoccupied orbital energy (spin up / spin down): 0.1 / 0.1 eV
total charge: 0


What did the third record say?
An isolated molecule of C14H15N at a distorted geometry, computed with ωB97M-V/def2-TZVPD.

Structure (XYZ):
```
30
Properties=species:S:1:pos:R:3:forces:R:3:nbo_charge:R:1
C -1.15575 -1.83918 0.29700 -0.280 -0.705 0.430 0.26
C 3.60091 -0.22833 -0.37535 0.058 -0.066 0.040 -0.22
C 3.04948 -1.42358 0.05643 0.072 0.159 -0.039 -0.20
C 2.77202 0.77614 -0.84963 0.056 0.117 -0.051 -0.21
C 1.68108 -1.61129 0.01391 -0.137 0.118 -0.133 -0.22
C 1.40432 0.59120 -0.90000 -0.063 -0.143 -0.018 -0.22
C 0.83781 -0.61007 -0.47204 0.632 -0.319 0.001 0.04
C -1.46014 0.92565 0.66042 1.150 -2.415 -1.626 0.20
C -0.96618 1.21375 1.82678 0.017 0.224 0.396 -0.26
C -2.41164 1.37161 -0.35737 -0.222 0.094 -0.248 -0.52
C -2.73586 0.20950 -1.30678 0.017 0.032 -0.005 -0.37
C -1.42514 -0.46240 -1.72504 -0.146 -0.134 -0.065 -0.42
C -0.61031 -0.82648 -0.50964 -1.289 3.520 1.208 -0.18
C 0.11151 0.47622 2.55544 0.072 -0.088 -0.048 -0.63
N -1.63316 -2.64095 0.97071 -0.078 -0.266 0.106 -0.34
H 4.66937 -0.07821 -0.33975 0.092 0.016 0.006 0.21
H 3.68755 -2.20914 0.42300 0.116 -0.162 0.088 0.22
H 3.19739 1.71564 -1.17466 0.009 0.046 -0.021 0.21
H 1.25309 -2.54378 0.35137 -0.041 -0.101 0.050 0.22
H 0.76826 1.39390 -1.24540 -0.067 0.054 -0.027 0.21
H -1.35006 2.09694 2.33951 -0.145 0.060 -0.115 0.22
H -3.33351 1.73091 0.10905 0.045 0.079 0.001 0.24
H -1.97290 2.19491 -0.93204 -0.054 0.012 0.009 0.22
H -3.36498 -0.51516 -0.78294 0.013 0.019 -0.041 0.21
H -3.28144 0.56611 -2.18269 -0.049 -0.047 0.048 0.21
H -1.65711 -1.36615 -2.29767 0.059 0.059 -0.089 0.23
H -0.84686 0.20528 -2.36676 0.016 -0.053 0.030 0.22
H 0.08769 -0.58224 2.31495 0.038 -0.070 0.036 0.23
H -0.00335 0.60053 3.62981 0.006 -0.039 0.039 0.22
H 1.08793 0.86867 2.26939 0.101 0.000 0.038 0.23
```
Positions in Å, forces in eV/Å.

Output
ΔE to the lowest compared entry with this formula, charge and spin: 46.33 kcal per mole
molecular weight: 197.3 g/mol
gap between HOMO and LUMO (spin up / spin down): 0.299 / 0.299 Eh
lowest unoccupied orbital energy (spin up / spin down): 0.1 / 0.1 eV
total charge: 0


Please write out number 3 again, unchanged.
An isolated molecule of C14H15N at a distorted geometry, computed with ωB97M-V/def2-TZVPD.

Structure (XYZ):
```
30
Properties=species:S:1:pos:R:3:forces:R:3:nbo_charge:R:1
C -1.15575 -1.83918 0.29700 -0.280 -0.705 0.430 0.26
C 3.60091 -0.22833 -0.37535 0.058 -0.066 0.040 -0.22
C 3.04948 -1.42358 0.05643 0.072 0.159 -0.039 -0.20
C 2.77202 0.77614 -0.84963 0.056 0.117 -0.051 -0.21
C 1.68108 -1.61129 0.01391 -0.137 0.118 -0.133 -0.22
C 1.40432 0.59120 -0.90000 -0.063 -0.143 -0.018 -0.22
C 0.83781 -0.61007 -0.47204 0.632 -0.319 0.001 0.04
C -1.46014 0.92565 0.66042 1.150 -2.415 -1.626 0.20
C -0.96618 1.21375 1.82678 0.017 0.224 0.396 -0.26
C -2.41164 1.37161 -0.35737 -0.222 0.094 -0.248 -0.52
C -2.73586 0.20950 -1.30678 0.017 0.032 -0.005 -0.37
C -1.42514 -0.46240 -1.72504 -0.146 -0.134 -0.065 -0.42
C -0.61031 -0.82648 -0.50964 -1.289 3.520 1.208 -0.18
C 0.11151 0.47622 2.55544 0.072 -0.088 -0.048 -0.63
N -1.63316 -2.64095 0.97071 -0.078 -0.266 0.106 -0.34
H 4.66937 -0.07821 -0.33975 0.092 0.016 0.006 0.21
H 3.68755 -2.20914 0.42300 0.116 -0.162 0.088 0.22
H 3.19739 1.71564 -1.17466 0.009 0.046 -0.021 0.21
H 1.25309 -2.54378 0.35137 -0.041 -0.101 0.050 0.22
H 0.76826 1.39390 -1.24540 -0.067 0.054 -0.027 0.21
H -1.35006 2.09694 2.33951 -0.145 0.060 -0.115 0.22
H -3.33351 1.73091 0.10905 0.045 0.079 0.001 0.24
H -1.97290 2.19491 -0.93204 -0.054 0.012 0.009 0.22
H -3.36498 -0.51516 -0.78294 0.013 0.019 -0.041 0.21
H -3.28144 0.56611 -2.18269 -0.049 -0.047 0.048 0.21
H -1.65711 -1.36615 -2.29767 0.059 0.059 -0.089 0.23
H -0.84686 0.20528 -2.36676 0.016 -0.053 0.030 0.22
H 0.08769 -0.58224 2.31495 0.038 -0.070 0.036 0.23
H -0.00335 0.60053 3.62981 0.006 -0.039 0.039 0.22
H 1.08793 0.86867 2.26939 0.101 0.000 0.038 0.23
```
Positions in Å, forces in eV/Å.

Output
ΔE to the lowest compared entry with this formula, charge and spin: 46.33 kcal per mole
molecular weight: 197.3 g/mol
gap between HOMO and LUMO (spin up / spin down): 0.299 / 0.299 Eh
lowest unoccupied orbital energy (spin up / spin down): 0.1 / 0.1 eV
total charge: 0